Entry 1:
# C4H6O2

C4H6O2 in the gas phase in a non-equilibrium geometry (ωB97M-V/def2-TZVPD, the Open Molecules 2025 dataset).

HOMO level   -0.350 Eh
SMILES   CC(=O)CC=O
Energy relative to the best compared isomer or geometry (same formula, charge and spin)   234.5 kJ/mol
E_tot   -306.416982 Eh
Kohn-Sham gap   0.370 Eh

Bonds (Å) are listed after each position.
Atoms and positions in Å:
1 C 1.73527 0.44212 -0.87113  C2 1.615, H7 1.091, H8 1.082, H9 1.120
2 C 0.50898 0.34942 0.17584  C1 1.615, O3 1.210, C4 1.632
3 O 0.22782 1.52003 0.29670  C2 1.210
4 C -0.67485 -0.49748 0.91348  C2 1.632, C5 1.525, H10 1.096, H11 1.108
5 C -1.80632 -0.65942 -0.09659  C4 1.525, O6 1.206, H12 1.110
6 O -2.28148 -1.71707 -0.42649  C5 1.206
7 H 1.37102 0.14923 -1.85675  C1 1.091
8 H 2.62540 -0.10381 -0.58617  C1 1.082
9 H 2.03347 1.51592 -0.98383  C1 1.120
10 H -0.53766 -1.44834 1.44188  C4 1.096
11 H -1.03781 0.25375 1.64269  C4 1.108
12 H -2.16904 0.29705 -0.52827  C5 1.110

Atom charges from the natural (NBO) analysis, given in e for atoms 1 to 2: atom 1 (C): -0.661, atom 2 (C): 0.555


Entry 2:
# C21H30FN3O3

C21H30FN3O3 in the gas phase (ωB97M-V/def2-TZVPD, the Open Molecules 2025 dataset).

HOMO level   -0.327 Eh
SMILES   O=C(NCCCc1ccc(F)cc1)[C@@H]1CCC(=O)N(CCN2CCOCC2)C1
Energy relative to the best compared isomer or geometry (same formula, charge and spin)   8.7 kJ/mol
E_tot   -1308.097227 Eh
Kohn-Sham gap   0.352 Eh

Bonds (Å) are listed after each position.
Atoms and positions in Å:
1 O -1.95128 -1.67553 1.93066  C2 1.215
2 C -2.66222 -1.07128 1.15225  O1 1.215, N3 1.347, C14 1.533
3 N -2.77320 -1.40292 -0.14815  C2 1.347, C4 1.447, H29 1.007
4 C -1.94714 -2.42679 -0.74955  N3 1.447, C5 1.528, H30 1.093, H31 1.096
5 C -1.16571 -1.87495 -1.94076  C4 1.528, C6 1.533, H32 1.091, H33 1.092
6 C -0.02486 -2.81340 -2.35054  C5 1.533, C7 1.503, H34 1.092, H35 1.091
7 C 1.02386 -2.88172 -1.27601  C6 1.503, C8 1.391, C13 1.389
8 C 1.88378 -1.80749 -1.07424  C7 1.391, C9 1.382, H36 1.080
9 C 2.83401 -1.83521 -0.07058  C8 1.382, C10 1.383, H37 1.079
10 C 2.91079 -2.95306 0.73988  C9 1.383, F11 1.351, C12 1.382
11 F 3.83724 -2.98609 1.72238  C10 1.351
12 C 2.07063 -4.03619 0.56761  C10 1.382, C13 1.384, H38 1.078
13 C 1.12950 -3.99031 -0.44556  C7 1.389, C12 1.384, H39 1.080
14 C -3.45544 0.15479 1.62005  C2 1.533, C15 1.531, C28 1.539, H40 1.093
15 C -4.69471 0.51315 0.79468  C14 1.531, C16 1.538, H41 1.091, H42 1.092
16 C -4.39083 1.61020 -0.23981  C15 1.538, C17 1.518, H43 1.090, H44 1.093
17 C -2.96426 1.56962 -0.75699  C16 1.518, O18 1.217, N19 1.353
18 O -2.68448 1.57534 -1.94131  C17 1.217
19 N -2.03829 1.55082 0.22885  C17 1.353, C20 1.445, C28 1.444
20 C -0.62786 1.50742 -0.08183  N19 1.445, C21 1.533, H45 1.095, H46 1.092
21 C 0.08585 2.78524 0.37508  C20 1.533, N22 1.450, H47 1.093, H48 1.104
22 N 1.46081 2.79883 -0.08580  C21 1.450, C23 1.454, C27 1.454
23 C 2.00731 4.14255 -0.18414  N22 1.454, C24 1.529, H49 1.092, H50 1.105
24 C 3.40752 4.06518 -0.79268  C23 1.529, O25 1.407, H51 1.091, H52 1.100
25 O 4.26271 3.26348 -0.01396  C24 1.407, C26 1.407
26 C 3.73457 1.96557 0.11414  O25 1.407, C27 1.529, H53 1.092, H54 1.101
27 C 2.33996 1.98717 0.74043  N22 1.454, C26 1.529, H55 1.091, H56 1.105
28 C -2.46815 1.33523 1.59043  C14 1.539, N19 1.444, H57 1.097, H58 1.091
29 H -3.29037 -0.81927 -0.78580  N3 1.007
30 H -1.26566 -2.77295 0.03192  C4 1.093
31 H -2.57542 -3.26792 -1.06462  C4 1.096
32 H -0.74840 -0.90382 -1.67203  C5 1.091
33 H -1.84063 -1.72384 -2.78561  C5 1.092
34 H 0.42222 -2.43726 -3.27286  C6 1.092
35 H -0.42568 -3.80930 -2.54617  C6 1.091
36 H 1.81312 -0.93885 -1.71266  C8 1.080
37 H 3.51103 -1.01050 0.08727  C9 1.079
38 H 2.15621 -4.89216 1.21779  C12 1.078
39 H 0.46896 -4.83227 -0.59169  C13 1.080
40 H -3.72776 -0.04340 2.65998  C14 1.093
41 H -5.08756 -0.37709 0.30089  C15 1.091
42 H -5.47908 0.87409 1.46250  C15 1.092
43 H -5.06744 1.54306 -1.09210  C16 1.090
44 H -4.53160 2.59245 0.21792  C16 1.093
45 H -0.18250 0.62290 0.38474  C20 1.095
46 H -0.53654 1.43127 -1.16757  C20 1.092
47 H -0.43327 3.63540 -0.07482  C21 1.093
48 H 0.01804 2.88676 1.47276  C21 1.104
49 H 1.36426 4.74061 -0.83268  C23 1.092
50 H 2.06999 4.62937 0.80545  C23 1.105
51 H 3.86595 5.05458 -0.83370  C24 1.091
52 H 3.33193 3.65210 -1.80972  C24 1.100
53 H 4.43309 1.41402 0.74605  C26 1.092
54 H 3.67442 1.49042 -0.87717  C26 1.101
55 H 1.95248 0.96911 0.79263  C27 1.091
56 H 2.41127 2.39274 1.76605  C27 1.105
57 H -2.94929 2.23348 1.99559  C28 1.097
58 H -1.59595 1.10183 2.20243  C28 1.091

Atom charges from the natural (NBO) analysis, given in e for atoms 1 to 2: atom 1 (O): -0.635, atom 2 (C): 0.682